Molecular formula: C31H42AsBN12O4PS2Y
Method: DFT, wB97M-V/def2-TZVPD

```
95
Properties=species:S:1:pos:R:3
H 1.228 -4.524 -1.995
C 1.025 -0.470 4.453
C 0.247 -4.048 -1.954
C -2.343 -3.543 1.984
H -4.998 4.249 -0.388
C 1.722 -4.709 3.297
C 4.108 -2.448 0.498
C 0.903 1.231 3.056
C 2.656 1.640 -1.084
C 3.597 2.248 -1.848
H 1.513 2.685 1.619
N 1.015 -0.923 3.193
C 3.259 2.689 -3.128
H -3.283 -1.069 -0.003
H -2.919 -2.685 -3.190
C -4.298 3.452 -0.576
C 0.798 2.582 2.439
H -3.226 -4.117 2.182
N 1.955 -1.897 0.230
O -1.410 -1.383 -3.804
H 0.334 5.752 1.792
C 0.434 0.607 -3.658
H 5.144 -2.612 0.292
As 0.495 5.350 -0.717
H 2.631 -5.597 7.106
H 0.393 6.329 -3.043
H -1.274 5.609 1.058
H -0.075 0.281 -4.562
H 3.997 -0.799 -1.930
H -1.090 6.717 -2.144
N -0.913 -2.096 1.052
H 1.106 -1.158 5.271
H 3.864 -2.516 -2.300
H 2.421 -1.490 -2.338
H -0.366 7.131 0.907
H 1.447 0.922 -3.905
H 3.276 -3.949 7.144
H 0.404 7.639 -1.832
N 2.154 -2.321 1.502
H 1.579 -4.228 7.502
H -4.132 -2.608 0.224
C 2.088 -5.375 4.440
N 1.515 -3.407 3.621
N -0.301 -2.721 2.082
H -0.209 2.725 2.037
H 3.816 -2.969 2.633
H -2.349 -2.871 -4.864
C 4.913 2.420 -1.417
N -2.474 1.443 -1.060
C -3.173 -2.152 -0.015
H 2.914 5.198 -1.456
S -2.003 0.935 1.495
C -3.672 2.816 0.464
N 6.002 2.584 -1.082
H -4.490 3.512 -2.723
C 0.955 0.906 4.414
C -0.001 6.660 -2.079
H 0.013 -3.784 -0.918
B 1.100 -2.346 2.626
C 2.411 -4.556 6.885
H -3.346 -1.471 -4.417
C -4.006 3.051 -1.880
C 3.445 -2.637 1.684
N 3.004 3.054 -4.190
C -0.281 6.047 0.942
C 3.134 -1.984 -0.392
H -2.882 -2.444 -1.025
C -2.757 1.781 0.230
S -0.270 3.486 -1.183
H 2.687 6.590 -0.374
H -2.764 1.732 -3.059
C -2.565 -2.149 -4.073
H 1.597 -5.059 2.292
H 0.986 3.350 3.185
O -1.574 0.504 -1.297
C -1.147 -3.584 2.662
C 2.080 -4.390 5.444
N 1.825 1.127 -0.440
N 1.731 -3.222 4.930
H -0.100 1.440 -3.195
O 0.282 -2.900 -2.775
H -0.505 -4.752 -2.322
O 0.570 -0.474 -2.731
Y 0.165 -0.209 0.077
C 2.431 5.545 -0.541
C 3.359 -1.676 -1.828
H -0.863 -4.161 3.517
H 0.933 1.580 5.244
H -3.854 3.077 1.494
C -3.079 2.060 -2.082
P -0.601 -1.554 -2.402
C -2.158 -2.588 0.982
H 2.321 -6.414 4.545
H 2.790 4.942 0.295
N 0.932 0.113 2.327
```

Values from the calculation:
Energy above the lowest of the compared OMol25 structures with the same formula, charge and spin = 30.5 kcal/mol
Calculated total energy = -152423.713 eV
Net charge = 0
Lowest unoccupied orbital energy = 0.36 eV
Kohn-Sham gap = 0.3046 Ha